#A
DFT (ωB97M-V with the def2-TZVPD basis set) results for C5H3NO in the gas phase.

Results
SMILES string   O=C1C=C=CC=N1
LUMO level (spin up / spin down)   -1.39 / -1.39 eV
HOMO energy (spin up / spin down)   -9.24 / -9.24 eV
Orbital gap (spin up / spin down)   0.289 / 0.289 hartree

Last columns: bonded neighbours and bond lengths (Å).
Atoms and positions in Å:
1 O 1.02 -0.08 1.95  C2 1.176
2 C 0.80 0.43 0.91  O1 1.176, C3 1.521, N7 1.449
3 C 1.42 0.08 -0.44  C2 1.521, C4 1.303, H8 1.009
4 C 0.50 -0.79 -0.75  C3 1.303, C5 1.297
5 C -0.78 -0.82 -0.53  C4 1.297, C6 1.486, H9 1.078
6 C -1.24 0.50 -0.04  C5 1.486, N7 1.262, H10 1.016
7 N -0.43 1.15 0.69  C2 1.449, C6 1.262
8 H 2.27 0.42 -0.86  C3 1.009
9 H -1.36 -1.70 -0.76  C5 1.078
10 H -2.20 0.80 -0.16  C6 1.016

---

#B
DFT (ωB97M-V with the def2-TZVPD basis set) results for C5H3NO in the gas phase.

Results
SMILES string   C1=C[C@@]23N=C[C@@]12O3
LUMO level (spin up / spin down)   -0.09 / -0.09 eV
HOMO energy (spin up / spin down)   -8.64 / -8.64 eV
Orbital gap (spin up / spin down)   0.314 / 0.314 hartree

Last columns: bonded neighbours and bond lengths (Å).
Atoms and positions in Å:
1 C 1.09 -0.49 0.37  C2 1.320, C6 1.532, H8 1.071
2 C 0.69 -0.84 -0.84  C1 1.320, C3 1.523, H9 1.069
3 C -0.79 -0.55 -0.64  C2 1.523, N4 1.655, C6 1.680, O7 1.334
4 N -1.18 1.05 -0.76  C3 1.655, C5 1.250
5 C -0.75 1.29 0.39  N4 1.250, C6 1.535, H10 1.072
6 C -0.29 -0.08 0.90  C1 1.532, C3 1.680, C5 1.535, O7 1.374
7 O -1.25 -0.99 0.53  C3 1.334, C6 1.374
8 H 2.02 -0.42 0.90  C1 1.071
9 H 1.14 -1.18 -1.75  C2 1.069
10 H -0.68 2.22 0.91  C5 1.072

---

#C
DFT (ωB97M-V with the def2-TZVPD basis set) results for C5H3NO in the gas phase.

Results
LUMO level   -0.69 eV
HOMO energy   -9.03 eV
Orbital gap   0.307 hartree

Last columns: bonded neighbours and bond lengths (Å).
Atoms and positions in Å:
1 N 2.99 -0.71 0.01  C2 1.160
2 C 1.93 -0.26 -0.09  N1 1.160, C3 1.417
3 C 0.56 0.09 -0.19  C2 1.417, C4 1.378, C7 1.526
4 C 0.05 1.26 0.34  C3 1.378, O5 1.281, H8 1.105
5 O -1.20 1.32 0.57  C4 1.281
6 C -1.66 -0.53 -0.11  C7 1.316, H9 1.070
7 C -0.47 -1.02 -0.38  C3 1.526, C6 1.316, H10 1.112
8 H 0.76 2.09 0.51  C4 1.105
9 H -2.72 -0.38 -0.08  C6 1.070
10 H -0.10 -2.03 -0.64  C7 1.112

---

Going by the computed energies, the most stable comes first: #C, #A, #B.

---

#A
DFT (ωB97M-V with the def2-TZVPD basis set) results for C3H11NO2Si in the gas phase.

Results
SMILES string   CO[Si](C)(N)OC
LUMO level   0.82 eV
HOMO energy   -9.57 eV
Orbital gap   0.382 hartree

Last columns: bonded neighbours and bond lengths (Å).
Atoms and positions in Å:
1 C 0.22 -0.68 2.27  O2 1.412, H8 1.127, H9 1.189, H10 1.121
2 O -0.25 0.25 1.32  C1 1.412, Si3 1.659
3 Si 0.20 0.10 -0.27  O2 1.659, C4 1.884, N5 1.745, O6 1.584
4 C 2.03 0.38 -0.62  Si3 1.884, H11 1.068, H12 1.026, H13 1.110
5 N -0.35 -1.45 -0.87  Si3 1.745, H14 0.982, H15 1.069
6 O -0.66 1.06 -1.19  Si3 1.584, C7 1.462
7 C -2.09 1.33 -1.02  O6 1.462, H16 1.178, H17 1.091, H18 1.079
8 H -0.64 -0.82 2.98  C1 1.127
9 H 1.07 -0.24 2.98  C1 1.189
10 H 0.67 -1.53 1.70  C1 1.121
11 H 2.23 1.33 -0.18  C4 1.068
12 H 2.54 -0.37 -0.14  C4 1.026
13 H 2.44 0.31 -1.65  C4 1.110
14 H -0.02 -2.24 -0.39  N5 0.982
15 H -0.09 -1.70 -1.87  N5 1.069
16 H -2.20 2.22 -1.78  C7 1.178
17 H -2.33 1.48 0.03  C7 1.091
18 H -2.77 0.55 -1.31  C7 1.079

---

#B
DFT (ωB97M-V with the def2-TZVPD basis set) results for 2 unconnected molecules or ions with the total composition C3H11NO2Si.

Results
SMILES string   C[Si](C)(O)O.C=N
LUMO level   0.75 eV
HOMO energy   -10.11 eV
Orbital gap   0.399 hartree

Last columns: bonded neighbours and bond lengths (Å).
Atoms and positions in Å:
1 C -1.11 1.04 -1.27  Si2 1.911, H6 1.095, H7 1.079, H8 1.085
2 Si -1.40 -0.25 0.11  C1 1.911, C3 1.842, O4 1.610, O5 1.702
3 C -1.50 0.49 1.79  Si2 1.842, H9 1.114, H10 1.057, H11 1.096
4 O -2.61 -1.20 -0.37  Si2 1.610, H12 1.025
5 O -0.06 -1.28 0.27  Si2 1.702, H13 0.924
6 H -0.46 0.56 -2.02  C1 1.095
7 H -1.97 1.60 -1.59  C1 1.079
8 H -0.60 1.91 -0.87  C1 1.085
9 H -0.82 -0.02 2.51  C3 1.114
10 H -1.30 1.51 1.62  C3 1.057
11 H -2.55 0.47 2.10  C3 1.096
12 H -3.00 -2.11 -0.11  O4 1.025
13 H 0.41 -1.43 -0.51  O5 0.924
14 C 3.55 0.00 -0.58  N15 1.234, H16 1.090, H17 1.120
15 N 2.82 -0.91 -0.19  C14 1.234, H18 0.999
16 H 4.14 0.67 0.04  C14 1.090
17 H 3.50 0.07 -1.70  C14 1.120
18 H 2.95 -1.10 0.78  N15 0.999

---

Going by the computed energies, the most stable comes first: #A, #B.